No. 1
Below is a molecular structure, C4H7NO3S at a distorted geometry, with properties calculated with the ωB97M-V functional and the def2-TZVPD basis.

Gap between HOMO and LUMO, eV: 10.99
ΔE to the lowest compared entry with this formula, charge and spin, eV: 2.6337
E, eV: -22726.017

Each line ends with the natural charge from an NBO analysis.
Cartesian coordinates (Å):
C 1.6276 0.2343 0.9452  -0.4140
C 1.6332 0.5987 -0.5022  -0.4225
C -0.1935 -1.2308 -0.4615  -0.1465
C 0.4866 -0.0662 0.0637  0.1426
N -0.8576 1.0620 0.0675  -0.8814
O -2.6897 0.0723 -1.3852  -0.9171
O -3.0962 0.2861 0.9906  -0.9222
O -1.4407 -1.3768 0.1946  -0.6712
S -2.2003 0.0469 -0.0655  2.4760
H 2.2498 -0.5711 1.1581  0.2250
H 1.6582 1.1238 1.6278  0.2367
H 1.5797 1.6126 -0.6562  0.2323
H 2.3392 0.0605 -0.9875  0.2157
H -0.5208 -1.2878 -1.4886  0.2245
H 0.2787 -2.2160 -0.3613  0.2248
H -0.8542 1.6514 0.8605  0.3971

=====

No. 2
Below is 2 unconnected molecules or ions with the total composition C8H14IN2O5 at a distorted geometry, with properties calculated with the ωB97M-V functional and the def2-TZVPD basis.

Charge: -1
Gap between HOMO and LUMO, eV: 7.26
ΔE to the lowest compared entry with this formula, charge and spin, eV: 4.2256
E, eV: -29837.093

Each line ends with the natural charge from an NBO analysis.
Cartesian coordinates (Å):
C -1.2145 -0.8563 3.8309  -0.6671
C -1.6718 -1.9713 2.7039  -0.2910
I -2.3885 -3.7333 3.8721  -0.0201
C -2.9073 -1.4953 1.7375  -0.2620
N -2.6771 -0.2035 0.9864  -0.6599
C -1.9384 -0.3986 -0.3180  0.1455
O -2.0142 0.8664 -1.1213  -0.3345
N -3.1440 1.5393 -0.8424  0.3584
O -3.3969 2.2443 -1.8284  -0.3535
C -0.3399 -0.7378 -0.1699  0.6747
O 0.1463 -1.9896 -0.3341  -0.7315
O 0.6520 0.3288 0.1070  -0.8213
H -2.0536 -0.7812 4.6551  0.2093
H -1.0871 0.2158 3.3788  0.2255
H -0.1714 -1.1561 4.2987  0.2354
H -0.7526 -2.3944 2.0819  0.2817
H -3.8820 -1.3926 2.4035  0.2011
H -3.0562 -2.3424 0.9147  0.2233
H -2.2723 0.5525 1.5807  0.3874
H -2.4259 -1.2674 -0.9704  0.2021
C 2.9154 0.4885 -2.3611  -0.7284
C 4.1967 1.2619 -2.5225  0.5966
O 5.2766 0.7889 -2.1720  -0.5729
C 4.1056 2.6366 -3.1290  -0.7192
H 3.1337 -0.4855 -1.9106  0.2486
H 2.2330 1.0330 -1.7036  0.2800
H 2.4539 0.3262 -3.3384  0.2157
H 3.4762 3.2768 -2.5057  0.2331
H 3.6971 2.5701 -4.1405  0.2223
H 5.1072 3.0761 -3.1836  0.2208

=====

No. 3
Below is a molecular structure, C22H42Cl3MnN2O4SSi at a distorted geometry, with properties calculated with the ωB97M-V functional and the def2-TZVPD basis.

Gap between HOMO and LUMO (spin up / spin down), eV: 5.90 / 8.40
ΔE to the lowest compared entry with this formula, charge and spin, eV: 1.4462
E, eV: -122269.346
Spin multiplicity: 5

Each line ends with the Löwdin spin population.
Cartesian coordinates (Å):
C -3.7087 -2.9411 -1.2273  0.0000
C -2.8819 -4.1348 -1.5991  0.0000
H -4.3904 -2.6743 -2.0432  0.0000
H -3.0686 -2.0833 -0.9857  -0.0001
H -4.3316 -3.1556 -0.3430  0.0000
C -3.2652 -5.0442 -2.5128  0.0000
C -4.5504 -5.0026 -3.2678  0.0000
H -2.6488 -5.9157 -2.7229  0.0000
H -4.7645 -4.0119 -3.6802  0.0000
H -5.4071 -5.3049 -2.6540  0.0000
H -4.4958 -5.7185 -4.0956  0.0000
Mn 1.0103 1.9267 1.1953  3.9599
Cl 1.6123 1.0833 3.0988  0.0236
Cl -1.0320 0.9971 1.0220  -0.1088
H 5.3449 5.0060 1.8951  0.0001
H 3.8827 6.1045 3.8561  0.0001
C 4.5672 5.4141 1.2246  0.0002
C 3.2573 6.4514 3.0150  0.0001
N 3.2866 5.4745 1.9248  0.0020
H 4.4990 4.7978 0.3255  0.0001
C 2.3522 4.5357 1.8121  0.0018
O 2.4676 3.4647 1.1433  0.0129
H 2.2272 6.5753 3.3684  0.0000
H 1.4027 4.7468 2.3194  -0.0004
H 4.8486 6.4417 0.9557  0.0000
H 3.6396 7.4144 2.6560  0.0001
H -2.2636 3.9039 -1.6173  0.0002
H -1.2737 1.1969 -1.9349  -0.0001
C -1.3573 4.1651 -2.1949  0.0005
C -0.7368 1.7992 -2.6830  0.0003
N -0.3573 3.0981 -2.1264  -0.0016
H -0.9287 5.0890 -1.7819  0.0002
C 0.6103 3.1353 -1.2160  0.0081
O 1.2007 2.0934 -0.7882  0.0282
H 0.1619 1.2737 -3.0124  0.0001
H 0.8701 4.1074 -0.7807  0.0001
H -1.6216 4.3137 -3.2499  0.0000
H -1.3896 2.0072 -3.5328  0.0000
O -0.7933 -3.0588 -1.1411  0.0003
C -1.5545 -4.2399 -0.8450  0.0000
C -0.2067 -5.8509 -2.3283  0.0000
C -0.8235 -5.5603 -1.1088  0.0000
H -0.1388 -5.0659 -3.0891  0.0000
C 0.2431 -7.1567 -2.5631  0.0000
H -1.8268 -4.1979 0.2294  0.0000
C -0.8946 -6.5277 -0.0925  0.0000
H 0.7188 -7.3820 -3.5102  0.0000
C 0.0724 -8.1493 -1.5988  0.0000
C -0.4815 -7.8346 -0.3590  0.0000
H -1.3234 -6.2382 0.8751  0.0000
H 0.4017 -9.1691 -1.7934  0.0000
H -0.5954 -8.5923 0.4199  0.0000
Si 0.8257 -2.5620 -1.0059  0.0010
Cl -0.7259 4.0395 1.3595  0.0548
C 1.5558 -2.6212 -2.7316  0.0002
C 1.7748 -3.7058 0.1293  0.0001
C 0.7927 -0.8488 -0.3816  0.0085
H 1.6393 -3.6585 -3.0839  0.0000
H 2.5635 -2.1767 -2.7176  0.0000
H 0.9444 -2.0469 -3.4430  0.0000
H 0.0554 -0.2612 -0.9376  0.0001
H 1.7519 -0.3160 -0.4277  0.0029
H 0.4668 -0.8803 0.6660  0.0020
H 1.7813 -4.7362 -0.2546  0.0000
H 1.3380 -3.7009 1.1389  0.0000
H 2.8158 -3.3510 0.2088  0.0000
C 0.5775 4.9189 5.7412  0.0001
S -1.1389 5.4071 5.4197  0.0002
C -0.8561 6.3996 3.9430  0.0008
O -1.9440 4.1998 5.0748  0.0002
H 1.0974 5.8058 6.1224  0.0000
H 1.0218 4.5369 4.8050  0.0001
H 0.5384 4.1351 6.5113  0.0000
H -0.8933 5.7700 3.0416  0.0011
H -1.6553 7.1465 3.9396  0.0000
H 0.1078 6.8999 4.0255  0.0000